ORCA calculation (ωB97M-V/def2-TZVPD) on 6 unconnected molecules or ions with the total composition C45H46F2N6O11Si.

LUMO energy: -0.86 eV
SMILES: C[Si](C)(CCC(F)(F)[C@H]1CCC(=O)N1)c1ccccc1.O=[N+]([O-])c1ccccc1.O=[N+]([O-])c1ccccc1.O=[N+]([O-])c1ccccc1.O=[N+]([O-])c1ccccc1.O=[N+]([O-])c1ccccc1
energy: -3387.333557 Eh
Kohn-Sham gap: 0.3018 Ha

Each line ends with the Löwdin charge.
Positions of all 111 atoms, in Å:
C  5.72  -1.65  1.12  -0.17
Si  3.84  -1.71  1.20  0.63
C  3.35  -1.66  3.03  -0.16
C  3.17  -3.28  0.34  -0.21
C  1.86  -3.81  0.96  -0.13
C  0.57  -3.27  0.31  -0.47
F  0.01  -4.32  -0.38  0.06
F  0.80  -2.29  -0.62  0.09
C  -0.51  -2.79  1.31  -0.18
C  -0.39  -1.28  1.74  -0.09
C  -1.73  -0.60  1.36  -0.07
C  -2.05  -1.44  0.11  -0.40
O  -2.42  -1.08  -0.99  0.12
N  -1.78  -2.80  0.53  0.07
C  3.02  -0.22  0.35  -0.26
C  3.03  -0.20  -1.03  -0.10
C  2.43  0.83  -1.69  -0.08
C  1.81  1.82  -0.95  -0.11
C  1.80  1.83  0.41  -0.07
C  2.42  0.77  1.09  -0.11
H  6.17  -1.97  2.07  0.03
H  6.13  -2.32  0.36  0.03
H  6.12  -0.66  0.91  0.03
H  2.34  -1.25  3.14  0.01
H  4.02  -1.02  3.61  0.04
H  3.37  -2.66  3.49  0.03
H  3.95  -4.04  0.51  0.08
H  3.13  -3.12  -0.74  0.07
H  1.84  -4.90  0.82  0.11
H  1.85  -3.64  2.05  0.06
H  -0.53  -3.48  2.15  0.12
H  -0.17  -1.21  2.81  0.11
H  0.34  -0.81  1.08  0.10
H  -1.54  0.46  1.16  0.10
H  -2.47  -0.67  2.15  0.12
H  -2.47  -2.93  1.27  0.13
H  3.53  -0.99  -1.58  0.11
H  2.44  0.80  -2.77  0.10
H  1.31  2.62  -1.49  0.09
H  1.32  2.61  0.99  0.10
H  2.44  0.71  2.17  0.07
C  3.08  -1.04  -8.48  -0.07
C  4.27  -0.35  -8.71  -0.07
C  4.96  0.22  -7.66  0.00
C  4.45  0.10  -6.38  -0.15
C  3.27  -0.57  -6.13  0.00
C  2.58  -1.14  -7.19  -0.06
N  5.20  0.69  -5.26  -0.35
O  6.22  1.29  -5.51  0.08
O  4.74  0.54  -4.14  0.07
H  2.55  -1.49  -9.30  0.11
H  4.65  -0.27  -9.72  0.11
H  5.88  0.75  -7.85  0.12
H  2.88  -0.65  -5.12  0.11
H  1.66  -1.67  -7.00  0.11
C  2.07  5.43  4.47  -0.07
C  2.23  4.31  3.66  -0.06
C  1.79  3.07  4.09  0.00
C  1.18  2.97  5.33  -0.14
C  1.02  4.07  6.15  0.00
C  1.46  5.31  5.72  -0.06
N  0.69  1.66  5.78  -0.35
O  0.86  0.71  5.04  0.07
O  0.13  1.60  6.85  0.08
H  2.41  6.40  4.13  0.11
H  2.70  4.41  2.70  0.11
H  1.93  2.21  3.46  0.09
H  0.54  3.98  7.12  0.12
H  1.34  6.18  6.35  0.11
C  -2.60  2.08  -1.11  -0.05
C  -3.60  2.95  -0.70  -0.08
C  -3.58  4.27  -1.12  -0.01
C  -2.56  4.70  -1.95  -0.16
C  -1.55  3.85  -2.36  -0.01
C  -1.57  2.53  -1.93  -0.06
N  -2.55  6.09  -2.42  -0.36
O  -3.44  6.83  -2.03  0.07
O  -1.66  6.43  -3.17  0.07
H  -2.61  1.05  -0.79  0.07
H  -4.40  2.60  -0.06  0.10
H  -4.36  4.95  -0.81  0.12
H  -0.76  4.19  -3.00  0.12
H  -0.80  1.85  -2.24  0.10
C  -7.86  4.19  -5.72  -0.07
C  -8.91  3.61  -5.01  -0.07
C  -8.66  2.89  -3.86  0.00
C  -7.35  2.77  -3.42  -0.14
C  -6.30  3.33  -4.12  0.00
C  -6.56  4.04  -5.27  -0.06
N  -7.07  2.02  -2.18  -0.34
O  -8.01  1.53  -1.60  0.09
O  -5.92  1.96  -1.82  0.06
H  -8.07  4.76  -6.62  0.11
H  -9.93  3.73  -5.36  0.11
H  -9.47  2.44  -3.31  0.12
H  -5.28  3.22  -3.77  0.12
H  -5.74  4.49  -5.83  0.11
C  -1.29  -7.43  6.85  -0.07
C  -0.35  -8.18  6.14  -0.06
C  0.39  -7.58  5.14  0.00
C  0.20  -6.24  4.86  -0.14
C  -0.73  -5.48  5.55  0.00
C  -1.48  -6.09  6.55  -0.06
N  1.00  -5.60  3.82  -0.31
O  1.80  -6.29  3.21  0.10
O  0.83  -4.41  3.62  0.03
H  -1.87  -7.90  7.64  0.11
H  -0.21  -9.22  6.37  0.11
H  1.12  -8.16  4.59  0.12
H  -0.88  -4.44  5.33  0.12
H  -2.21  -5.51  7.11  0.11

***

ORCA calculation (ωB97M-V/def2-TZVPD) on a molecular structure, C20H32CoN5SSi2.

LUMO energy (spin up / spin down): -7.42 / -7.42 eV
charge: +2
energy: -3414.594401 Eh
Kohn-Sham gap (spin up / spin down): 0.2668 / 0.2668 Ha

Each line ends with the natural charge from an NBO analysis.
Positions of all 61 atoms, in Å:
Co  0.51  -0.03  -1.40  0.85
C  -1.63  3.53  -2.19  -0.71
C  -1.11  2.16  -1.94  0.42
N  0.10  1.83  -1.67  -0.29
N  1.12  2.74  -1.63  -0.42
C  2.37  2.24  -1.75  0.33
N  3.37  3.10  -1.86  -0.72
S  2.63  0.57  -1.73  -0.04
C  -2.02  0.99  -2.00  0.11
C  -3.35  1.10  -2.35  -0.19
C  -4.11  -0.07  -2.47  -0.11
C  -3.50  -1.28  -2.23  -0.20
C  -2.16  -1.31  -1.87  0.10
N  -1.43  -0.20  -1.75  -0.47
H  -0.88  4.31  -2.12  0.23
H  -2.41  3.76  -1.46  0.28
H  -2.08  3.58  -3.18  0.28
H  0.91  3.72  -1.70  0.41
H  3.25  4.10  -1.90  0.42
H  4.31  2.74  -1.92  0.45
H  -3.80  2.06  -2.54  0.25
H  -5.15  -0.01  -2.74  0.26
H  -4.05  -2.21  -2.31  0.26
H  -1.66  -2.24  -1.66  0.23
C  -2.69  -0.40  1.18  -1.13
Si  -1.02  0.24  1.72  1.67
C  -0.95  2.11  1.62  -1.11
C  -0.86  -0.21  3.52  -1.12
C  0.44  -0.52  0.71  -0.85
C  0.34  -1.90  0.20  0.19
C  -0.01  -3.09  0.84  -0.27
C  0.11  -4.27  0.13  -0.11
C  0.55  -4.26  -1.19  -0.26
C  0.82  -3.05  -1.79  0.06
N  0.70  -1.91  -1.09  -0.50
Si  2.21  -0.43  1.52  1.71
C  3.40  -1.56  0.60  -1.13
C  2.74  1.34  1.76  -1.14
C  2.15  -1.26  3.21  -1.13
H  -3.38  -0.23  2.01  0.27
H  -2.68  -1.48  0.99  0.24
H  -3.12  0.10  0.31  0.22
H  -1.80  2.51  2.17  0.26
H  -1.00  2.51  0.61  0.20
H  -0.05  2.50  2.09  0.25
H  -1.81  0.09  3.99  0.26
H  -0.07  0.34  4.03  0.25
H  -0.72  -1.27  3.72  0.25
H  -0.33  -3.08  1.88  0.25
H  -0.12  -5.21  0.61  0.25
H  0.66  -5.17  -1.75  0.26
H  1.12  -2.97  -2.82  0.23
H  3.54  -1.44  -0.47  0.23
H  3.09  -2.59  0.78  0.25
H  4.38  -1.45  1.08  0.27
H  2.55  2.00  0.92  0.22
H  3.82  1.37  1.97  0.26
H  2.24  1.76  2.64  0.25
H  1.57  -2.18  3.23  0.24
H  1.79  -0.61  4.00  0.25
H  3.18  -1.53  3.44  0.26

***

ORCA calculation (ωB97M-V/def2-TZVPD) on a gas-phase ion, C6H9O2 (charge +1).

LUMO energy (spin up / spin down): -6.16 / -6.16 eV
charge: +1
energy above the lowest of the compared OMol25 structures with the same formula, charge and spin: 252.2 kJ/mol
energy: -384.107460 Eh
Kohn-Sham gap (spin up / spin down): 0.2774 / 0.2774 Ha

Each line ends with the natural charge from an NBO analysis.
Positions of all 17 atoms, in Å:
C  -0.54  0.68  0.40  -0.17
C  0.73  0.29  0.16  0.21
C  -1.81  -0.23  0.31  0.58
C  1.74  -1.77  -0.45  0.34
C  1.97  1.09  0.59  -0.70
C  -2.73  0.16  -0.75  -0.72
O  0.77  -1.05  -0.20  -0.29
O  -1.83  -1.05  1.17  -0.47
H  -0.81  1.64  0.89  0.26
H  2.80  -1.53  -0.47  0.21
H  1.38  -2.78  -0.61  0.21
H  2.01  2.25  0.54  0.29
H  2.76  0.81  -0.14  0.22
H  2.21  0.81  1.65  0.26
H  -3.24  -0.74  -0.99  0.26
H  -2.09  0.49  -1.59  0.24
H  -3.34  0.92  -0.49  0.26

***

ORCA calculation (ωB97M-V/def2-TZVPD) on a single C6H8O3Se molecule.

LUMO energy (spin up / spin down): -0.16 / -0.01 eV
energy above the lowest of the compared OMol25 structures with the same formula, charge and spin: 141.2 kJ/mol
energy: -2860.360644 Eh
Kohn-Sham gap (spin up / spin down): 0.2759 / 0.2840 Ha

Each line ends with the natural charge from an NBO analysis.
Positions of all 18 atoms, in Å:
C  -1.50  -1.35  1.14  -0.68
C  0.51  -1.44  -0.69  0.17
C  1.26  -0.88  0.45  -0.05
C  1.21  0.66  0.56  0.07
C  0.29  1.35  -0.43  -0.01
C  -0.63  0.50  -1.20  0.01
O  2.35  0.03  0.11  -0.49
O  -0.21  -0.71  -1.52  -0.41
O  -0.41  2.25  0.38  -0.67
Se  -2.28  0.02  0.00  0.18
H  -1.99  -2.30  1.08  0.20
H  -0.99  -1.02  2.02  0.18
H  0.78  -2.47  -1.07  0.22
H  1.38  -1.41  1.38  0.23
H  1.23  1.23  1.49  0.21
H  0.77  1.81  -1.29  0.18
H  -0.96  0.92  -2.10  0.21
H  -0.82  2.80  -0.31  0.47

***

Number 1: molar mass 912.98 g/mol. Number 2: molar mass 489.68 g/mol. Number 3: molar mass 113.14 g/mol. Number 4: molar mass 207.09 g/mol.